Record 1
Entry from the OMol25 dataset: a molecular structure, C37H42AsBrIrN7O7S3 in a non-equilibrium geometry (the ωB97M-V functional and the def2-TZVPD basis).

Properties
Energy ... -230029.1808 eV
LUMO energy (alpha / beta) ... -3.4 / -6.7 eV
Spin multiplicity ... 2
M ... 1140.0 g/mol
E_HOMO (alpha / beta) ... -0.350 / -0.350 Eh
Net charge ... +1

```
99
C37H42AsBrIrN7O7S3 the ωB97M-V functional and the def2-TZVPD basis
Ir -0.154 0.668 -0.994
N 3.645 2.264 -2.427
C 2.621 1.585 -1.870
S 1.027 2.386 -1.959
N 2.783 0.390 -1.401
N 1.658 -0.198 -0.904
C 1.741 -1.375 -0.433
C 0.542 -2.012 0.029
C 0.415 -3.290 0.356
C -0.894 -3.923 0.455
C -2.011 -3.254 0.197
C -2.011 -1.784 -0.020
N -0.633 -1.155 0.145
H 3.497 3.248 -2.581
H 4.561 2.034 -2.065
H 2.707 -1.868 -0.405
H 1.313 -3.895 0.438
H -0.950 -4.983 0.662
H -2.976 -3.749 0.175
H -2.506 -1.494 -0.946
C -1.941 3.712 -1.879
As -2.279 1.870 -1.363
C -3.252 1.318 -2.951
C -3.637 2.278 -0.005
C -4.894 1.437 0.059
C -6.022 1.975 0.675
C -7.200 1.250 0.761
C -7.270 -0.037 0.242
C -6.153 -0.590 -0.366
C -4.979 0.147 -0.460
H -2.881 4.184 -2.150
H -1.266 3.750 -2.732
H -1.485 4.256 -1.052
H -4.264 1.718 -2.939
H -3.289 0.233 -3.035
H -2.718 1.709 -3.817
H -3.908 3.317 -0.179
H -3.116 2.262 0.956
H -5.976 2.976 1.094
H -8.073 1.696 1.222
H -8.191 -0.602 0.305
H -6.195 -1.589 -0.785
H -4.125 -0.274 -0.972
N 0.087 -0.303 -3.159
C -0.697 -1.277 -3.862
C -0.884 -2.528 -3.281
C -1.576 -3.504 -3.967
C -2.082 -3.209 -5.235
C -1.926 -1.955 -5.811
C -1.233 -0.979 -5.103
S -2.865 -4.572 -6.146
O -1.739 -5.462 -6.376
O -3.851 -5.092 -5.214
O -3.415 -3.965 -7.342
H 0.219 0.542 -3.704
H 1.001 -0.675 -2.930
H -0.465 -2.738 -2.297
H -1.728 -4.491 -3.547
H -2.329 -1.760 -6.795
H -1.088 0.010 -5.538
C 8.654 -1.093 4.655
C 7.581 -0.272 3.990
C 6.319 -0.158 4.580
C 5.299 0.531 3.951
C 5.551 1.129 2.717
C 6.807 1.067 2.133
C 7.816 0.363 2.773
S 4.266 1.975 1.871
O 4.856 2.804 0.851
O 3.246 1.043 1.462
N 3.642 2.879 3.098
C 2.442 3.717 2.863
C 1.168 2.928 2.555
C 0.938 2.552 1.098
O 1.508 3.237 0.233
O 0.060 1.623 0.929
H 8.733 -0.849 5.715
H 9.622 -0.940 4.181
H 8.408 -2.154 4.581
H 6.141 -0.616 5.546
H 4.317 0.614 4.401
H 6.981 1.569 1.189
H 8.799 0.306 2.321
H 4.417 3.450 3.433
H 2.620 4.438 2.065
H 2.282 4.247 3.797
H 0.308 3.544 2.823
H 1.142 2.008 3.139
Br 1.422 -0.965 2.962
C -0.431 -1.156 2.732
C -1.207 -1.527 3.749
C -2.630 -1.807 3.527
C -3.218 -1.599 2.351
C -2.439 -0.983 1.238
N -1.001 -0.809 1.522
H -0.767 -1.666 4.725
H -3.199 -2.204 4.358
H -4.262 -1.828 2.169
H -2.880 -0.030 0.938
```



Record 2
Entry from the OMol25 dataset: C6H9NO in the gas phase in a non-equilibrium geometry (the ωB97M-V functional and the def2-TZVPD basis).

Properties
Energy ... -9902.5523 eV
LUMO energy ... 0.8 eV
M ... 111.1 g/mol
SMILES ... C=C=C(O)C(=C)NC
E_HOMO ... -0.301 Eh

```
17
C6H9NO the ωB97M-V functional and the def2-TZVPD basis
C -1.709 -0.449 -0.820
N -0.674 -0.989 0.041
C 0.964 0.687 0.130
C 0.677 -0.706 -0.219
C 1.615 -1.643 -0.429
C -0.761 2.063 1.539
O 2.160 1.266 -0.212
C 0.031 1.290 0.854
H 2.627 0.656 -0.803
H -0.804 -1.986 0.189
H -1.688 -0.871 -1.836
H -1.575 0.630 -0.878
H -2.681 -0.665 -0.375
H 2.666 -1.439 -0.288
H 1.340 -2.671 -0.578
H -1.619 2.553 1.101
H -0.569 2.273 2.582
```



Record 3
Entry from the OMol25 dataset: a molecular structure, C26H34B2CaCsF4KNO16PS in a non-equilibrium geometry (the ωB97M-V functional and the def2-TZVPD basis).

Properties
Energy ... -129416.2195 eV
LUMO energy ... -3.7 eV
M ... 989.3 g/mol
E_HOMO ... -0.205 Eh

```
88
C26H34B2CaCsF4KNO16PS the ωB97M-V functional and the def2-TZVPD basis
C 3.722 -1.561 -1.654
C 3.903 -3.028 -2.299
O 4.199 -3.128 -3.391
O 3.718 -4.166 -1.395
C 2.954 -5.273 -1.993
P 1.064 -5.204 -1.671
S 0.199 -6.367 -3.208
B 0.338 -3.419 -1.876
O 0.341 -2.425 -0.870
O -0.250 -3.124 -3.079
H 3.422 -1.588 -0.565
H 2.993 -0.972 -2.202
H 4.725 -1.106 -1.698
H 3.160 -5.424 -3.051
H 3.322 -6.234 -1.473
H 0.560 -7.614 -2.817
H 0.057 -2.785 -0.011
H -0.803 -2.329 -3.012
C 6.742 1.615 1.194
C 6.288 1.644 -0.280
C 5.537 2.964 -0.536
O 5.439 0.604 -0.492
H 5.895 1.671 1.877
H 7.300 0.701 1.412
H 7.400 2.464 1.416
H 7.218 1.699 -0.884
H 4.655 3.056 0.103
H 5.214 3.034 -1.577
H 6.183 3.827 -0.333
Cs 3.131 -4.339 0.406
B 5.020 3.733 4.403
F 5.483 3.889 3.143
F 5.317 2.470 4.920
F 5.464 4.716 5.241
F 3.535 3.827 4.361
C -3.052 -2.867 3.493
C -2.542 -3.163 2.109
O -1.396 -2.925 1.794
C -3.515 -3.769 1.130
H -2.251 -2.437 4.090
H -3.876 -2.153 3.443
H -3.390 -3.788 3.970
H -4.359 -3.096 0.977
H -3.873 -4.728 1.506
H -3.017 -3.930 0.175
Ca 2.338 3.216 5.693
C 8.962 -3.602 -0.142
N 9.458 -4.297 1.078
O 10.506 -4.899 0.996
O 8.767 -4.210 2.074
H 9.669 -3.765 -0.948
H 7.993 -4.030 -0.380
H 8.876 -2.544 0.089
C 7.021 7.749 7.401
O 7.659 6.666 7.371
O 5.822 7.676 6.671
O 7.278 8.812 7.958
H 5.963 6.754 6.403
C -11.466 1.119 -0.158
C -11.395 1.955 -1.268
C -10.208 2.080 -1.970
C -9.083 1.378 -1.557
C -9.148 0.555 -0.427
C -10.346 0.421 0.262
C -7.942 -0.167 0.058
O -7.990 -0.886 1.033
C -6.659 0.017 -0.680
C -5.504 -0.601 -0.217
C -4.310 -0.449 -0.901
C -4.268 0.320 -2.060
C -5.419 0.941 -2.517
C -6.611 0.799 -1.828
C -7.822 1.505 -2.326
O -7.764 2.172 -3.341
H -12.397 1.016 0.383
H -12.269 2.508 -1.586
H -10.156 2.726 -2.835
H -10.402 -0.224 1.128
H -5.540 -1.200 0.683
H -3.410 -0.927 -0.535
H -3.333 0.435 -2.600
H -5.391 1.542 -3.406
K -4.210 1.839 -4.907
C -1.982 5.439 -4.411
O -1.717 6.320 -3.583
O -1.832 5.858 -5.737
O -2.356 4.259 -4.242
H -1.551 6.757 -5.515
```



Record 4
Entry from the OMol25 dataset: a gas-phase ion, C2H2N3O (charge +1) in a non-equilibrium geometry (the ωB97M-V functional and the def2-TZVPD basis).

Properties
Energy ... -8613.5153 eV
LUMO energy ... -8.9 eV
M ... 84.1 g/mol
SMILES ... O=C1N=NC=[NH+]1
E_HOMO ... -0.614 Eh
Net charge ... +1

```
8
C2H2N3O the ωB97M-V functional and the def2-TZVPD basis
C -0.551 0.829 -0.450
C 0.730 -0.793 0.424
N 1.505 0.230 -0.172
N 0.798 1.106 -0.645
N -0.663 -0.296 0.186
O 1.016 -1.784 0.975
H -1.331 1.493 -0.802
H -1.506 -0.785 0.485
```



Record 5
Entry from the OMol25 dataset: 2 unconnected molecules or ions with the total composition C2H8SSi in a non-equilibrium geometry (the ωB97M-V functional and the def2-TZVPD basis).

Properties
Energy ... -20912.2578 eV
LUMO energy (alpha / beta) ... 0.2 / 0.2 eV
M ... 92.2 g/mol
E_HOMO (alpha / beta) ... -0.278 / -0.279 Eh

```
12
C2H8SSi the ωB97M-V functional and the def2-TZVPD basis
C 0.822 2.249 -1.871
C -0.292 -0.159 -1.170
Si -0.391 -1.469 2.174
S 1.080 0.817 -1.117
H 1.873 2.667 -2.041
H -0.077 2.771 -2.178
H -0.812 -0.592 3.162
H -1.275 0.289 -1.434
H -0.280 -1.143 -0.771
H -0.647 -2.882 2.621
H 1.083 -1.043 1.755
H -1.085 -1.503 0.869
```



Record 6
Entry from the OMol25 dataset: a gas-phase ion, C5H11N2O (charge +1) in a non-equilibrium geometry (the ωB97M-V functional and the def2-TZVPD basis).

Properties
Energy ... -10383.0667 eV
LUMO energy ... -3.7 eV
M ... 115.2 g/mol
SMILES ... C=C(N)C[C@H]([NH3+])C=O
E_HOMO ... -0.454 Eh
Net charge ... +1

```
19
C5H11N2O the ωB97M-V functional and the def2-TZVPD basis
O -1.975 1.419 0.947
C -0.950 1.089 0.390
C -0.412 -0.318 0.777
C 0.040 -0.992 -0.543
C 1.268 -0.218 -1.003
C 1.158 0.810 -1.836
N 2.478 -0.516 -0.358
N -1.537 -0.956 1.451
H -0.411 1.777 -0.234
H 0.448 -0.158 1.462
H 0.443 -2.020 -0.392
H -0.722 -0.994 -1.292
H 0.352 1.087 -2.493
H 1.912 1.565 -2.004
H 3.153 0.196 -0.610
H 2.875 -1.427 -0.526
H -2.172 -1.521 0.872
H -2.142 -0.201 1.857
H -1.280 -1.743 2.117
```



Record 7
Entry from the OMol25 dataset: 2 unconnected molecules or ions with the total composition C6H11NO2P in a non-equilibrium geometry (the ωB97M-V functional and the def2-TZVPD basis).

Properties
Energy ... -21273.6978 eV
LUMO energy (alpha / beta) ... 2.2 / 3.5 eV
M ... 160.1 g/mol
E_HOMO (alpha / beta) ... -0.089 / -0.176 Eh
Net charge ... -1

```
21
C6H11NO2P the ωB97M-V functional and the def2-TZVPD basis
C -1.575 0.233 -1.535
C 2.482 -2.017 0.404
C -1.556 2.399 -0.253
C -1.484 0.029 0.778
C 2.397 -1.039 -0.699
C -1.466 0.934 -0.393
N -1.673 -0.535 -2.398
O 3.042 1.584 -1.046
O 2.601 0.854 1.304
P 2.233 0.723 -0.136
H 2.552 -1.549 1.323
H 1.622 -2.713 0.574
H 3.343 -2.659 0.160
H -0.820 2.927 0.411
H -1.147 2.789 -1.228
H -2.455 2.727 0.202
H -2.097 0.434 1.641
H -2.127 -0.768 0.367
H -0.544 -0.305 1.165
H 1.692 -1.235 -1.538
H 3.458 -0.923 -1.199
```



Record 8
Entry from the OMol25 dataset: C11H11NOS2 in the gas phase in a non-equilibrium geometry (the ωB97M-V functional and the def2-TZVPD basis).

Properties
Energy ... -36790.1859 eV
LUMO energy (alpha / beta) ... -1.0 / -1.0 eV
M ... 237.3 g/mol
E_HOMO (alpha / beta) ... -0.277 / -0.277 Eh

```
26
C11H11NOS2 the ωB97M-V functional and the def2-TZVPD basis
C -2.131 -1.024 -2.142
C -1.081 -1.851 -2.642
C -1.873 0.260 -1.750
C 0.214 -1.584 -2.274
C -0.527 0.566 -1.379
C 0.519 -0.358 -1.618
C 0.371 0.348 1.579
C 1.291 1.172 1.103
C 0.583 -0.476 2.779
C 1.100 1.952 -0.085
C -0.498 -1.417 3.286
N -0.049 1.840 -0.903
O 1.660 -0.399 3.323
S 2.174 0.008 -1.258
S 1.858 3.464 -0.300
H -3.177 -1.245 -2.315
H -1.472 -2.705 -3.112
H -2.578 1.120 -1.511
H 1.082 -2.073 -2.464
H -0.587 0.172 0.871
H 2.211 1.247 1.639
H -0.914 -0.812 4.181
H 0.029 -2.172 3.826
H -1.075 -1.697 2.399
H -0.193 2.460 -1.678
H 3.064 3.203 0.445
```



Q: What is the energy in the sixth record?
A: -10383.0667 eV